[1]
The following is a DFT calculation (ωB97M-V/def2-TZVPD) of a 9-piece molecular cluster, C38H82Cl2O14P2 overall in a non-equilibrium geometry.

The geometry in ORCA input format:
```
! wB97M-V def2-TZVPD RIJCOSX def2/J DEFGRID3
* xyz 0 1
C -4.7443 0.5828 -6.0304
C -4.6113 0.3451 -4.3872
C -5.4184 -1.0015 -3.8729
C -4.9527 -2.3895 -4.6108
C -4.1112 -3.4318 -3.6656
C -3.1161 -2.6320 -2.6017
C -1.9737 -1.7790 -3.0817
P -1.5183 -1.5755 -4.9638
P 0.6374 -1.8781 -5.0813
O 1.2752 -2.5722 -3.7959
O 1.1401 -2.8731 -6.4526
O 1.3580 -0.2851 -5.3938
C -1.1140 -1.0111 -1.8744
O 0.0316 -0.3663 -2.1114
C -1.6887 -0.9790 -0.3084
C -1.0088 0.0373 0.8327
Cl 0.7448 -0.3845 1.3253
C -1.7561 1.1992 1.4332
C -3.3100 1.5865 1.0148
Cl -0.8778 2.2144 2.7438
C -2.8181 -1.8631 0.1593
O -3.2946 -1.8470 1.5688
C -3.4962 -2.8464 -0.9925
O -4.3286 -3.8029 -0.5537
H -4.7673 1.7683 -6.1674
H -5.7600 0.1624 -6.4470
H -3.8112 0.2006 -6.6308
H -5.0881 1.3207 -3.8914
H -3.4785 0.3616 -4.0939
H -6.5597 -0.8181 -4.1712
H -5.3949 -1.0257 -2.7027
H -4.3302 -2.2002 -5.5859
H -5.9536 -2.9471 -4.9340
H -4.9129 -4.1034 -3.0901
H -3.4949 -4.2116 -4.3269
H -1.8117 -0.2281 -5.4034
H 2.1164 -3.0917 -6.2467
H 0.6109 0.1918 -5.8953
H -4.0191 0.6521 0.9871
H -3.7084 2.3155 1.8408
H -3.3951 2.1523 -0.0110
H -2.6757 -2.3691 2.1607
C -8.0976 1.7872 -1.2792
C -7.4140 2.5645 -2.3928
C -8.0336 3.9417 -2.5683
O -7.5255 1.8374 -3.6135
H -9.1590 1.6325 -1.5035
H -7.6494 0.7934 -1.1725
H -8.0155 2.3129 -0.3229
H -6.3467 2.6668 -2.1687
H -9.0927 3.8635 -2.8383
H -7.5399 4.4850 -3.3812
H -7.9497 4.5322 -1.6507
H -8.4701 1.7417 -3.8204
C 1.2338 -6.0613 -1.7890
C 2.6778 -6.5280 -1.8819
C 3.6303 -5.5051 -1.2834
O 3.0167 -6.7458 -3.2489
H 1.0873 -5.1274 -2.3433
H 0.5607 -6.8017 -2.2346
H 0.9372 -5.9000 -0.7480
H 2.7897 -7.4846 -1.3601
H 3.5688 -4.5515 -1.8197
H 4.6668 -5.8487 -1.3684
H 3.4057 -5.3271 -0.2273
H 2.9203 -5.9015 -3.7201
C 5.0514 1.0392 0.9386
C 5.0045 -0.4358 1.3042
C 5.4876 -1.3069 0.1556
O 3.6675 -0.7967 1.6407
H 4.4012 1.2517 0.0826
H 4.6893 1.6534 1.7703
H 6.0701 1.3521 0.6898
H 5.6250 -0.6157 2.1888
H 4.8529 -1.1777 -0.7282
H 5.4367 -2.3665 0.4284
H 6.5195 -1.0646 -0.1169
H 3.1092 -0.6403 0.8609
C 0.2001 5.2891 -0.9602
C -0.5397 3.9652 -0.8529
C 0.2941 2.8185 -1.4018
O -1.7639 4.0483 -1.5780
H 0.4234 5.5298 -2.0056
H -0.4169 6.1072 -0.5728
H 1.1395 5.2630 -0.3993
H -0.7921 3.7684 0.1946
H 0.5207 2.9715 -2.4629
H -0.2558 1.8740 -1.3295
H 1.2363 2.7181 -0.8542
H -1.5495 4.2229 -2.5096
C 5.0432 0.7263 6.3613
C 4.3034 -0.5976 6.4686
C 5.1372 -1.7444 5.9197
O 3.0792 -0.5145 5.7435
H 5.2666 0.9669 5.3159
H 4.4263 1.5443 6.7488
H 5.9826 0.7001 6.9222
H 4.0510 -0.7945 7.5161
H 5.3638 -1.5914 4.8586
H 4.5873 -2.6889 5.9920
H 6.0794 -1.8448 6.4673
H 3.2936 -0.3399 4.8119
C -1.1094 -0.7622 -10.8747
C -1.7720 -0.6771 -9.5089
C -2.2442 0.7367 -9.2094
O -0.8444 -1.0872 -8.5077
H -0.2267 -0.1147 -10.9232
H -0.7635 -1.7828 -11.0715
H -1.8025 -0.4680 -11.6688
H -2.6229 -1.3656 -9.4691
H -1.4018 1.4374 -9.1988
H -2.7079 0.7856 -8.2183
H -2.9715 1.0760 -9.9535
H -0.0853 -0.4813 -8.5357
C 0.4063 2.9756 7.8927
C -0.3336 1.6517 7.9999
C 0.5003 0.5049 7.4511
O -1.5577 1.7348 7.2748
H 0.6296 3.2162 6.8472
H -0.2107 3.7936 8.2801
H 1.3457 2.9494 8.4536
H -0.5859 1.4548 9.0475
H 0.7269 0.6579 6.3900
H -0.0496 -0.4396 7.5233
H 1.4425 0.4045 7.9986
H -1.3434 1.9094 6.3433
C 7.3477 2.8309 10.8500
C 6.3947 2.0030 10.0027
C 6.6593 0.5146 10.1650
O 6.5471 2.3630 8.6322
H 8.3880 2.6581 10.5521
H 7.1537 3.9003 10.7137
H 7.2436 2.5886 11.9121
H 5.3607 2.2262 10.2871
H 7.6751 0.2597 9.8428
H 5.9743 -0.0684 9.5401
H 6.5346 0.2028 11.2066
H 7.4625 2.1682 8.3708
*
```

Results
SMILES: CCCCCC1=C(PP(=O)(O)O)C(=O)C(/C(Cl)=C(\C)Cl)=C(O)C1=O.CC(C)O.CC(C)O.CC(C)O.CC(C)O.CC(C)O.CC(C)O.CC(C)O.CC(C)O
LUMO energy, eV: -2.25
E_tot, hartree: -4153.1383
M, g/mol: 895.9
HOMO, eV: -9.20

[2]
The following is a DFT calculation (ωB97M-V/def2-TZVPD) of a 11-piece molecular cluster, C38H82O12 overall in a non-equilibrium geometry.

The geometry in ORCA input format:
```
! wB97M-V def2-TZVPD RIJCOSX def2/J DEFGRID3
* xyz 0 1
C -1.2493 -0.0518 4.9109
C -1.2859 -1.3666 5.6873
C -0.0347 -1.2051 6.5833
O 0.7101 -0.0813 6.0698
C 0.2470 0.3114 4.7824
H -1.6663 0.8259 5.4003
H -1.7619 -0.1753 3.9518
H -1.2848 -2.2706 5.0844
H -2.1710 -1.4016 6.3219
H 0.6929 -2.0046 6.4374
H -0.3206 -1.0122 7.6130
H 0.8197 -0.1350 3.9657
H 0.2880 1.3868 4.6032
C -2.7930 -1.5033 -3.2048
C -4.0557 -2.2301 -3.6115
C -5.0618 -1.8323 -2.4748
O -4.3454 -0.8718 -1.6879
C -3.0013 -1.2550 -1.6903
H -2.7358 -0.4606 -3.5232
H -1.8863 -2.0153 -3.5166
H -3.9658 -3.3157 -3.6357
H -4.4014 -1.8852 -4.5849
H -5.2559 -2.6123 -1.7296
H -6.0266 -1.5445 -2.8863
H -2.8531 -2.1551 -1.0699
H -2.3094 -0.5020 -1.3244
C 2.9037 -5.2477 1.1543
C 3.7121 -4.0044 1.4397
C 3.8703 -4.0175 2.9814
O 3.2971 -5.2715 3.4592
C 3.1383 -6.1551 2.3485
H 3.1439 -5.7216 0.2023
H 1.8387 -4.9935 1.1265
H 3.1532 -3.1186 1.1456
H 4.6807 -4.1747 0.9743
H 3.4642 -3.1734 3.5234
H 4.9332 -4.2287 3.1252
H 2.3310 -6.8565 2.5504
H 4.0841 -6.7089 2.2650
C 0.1438 0.1745 -1.0242
C -0.0029 -0.8016 0.1473
C 1.3086 -0.6493 0.8782
O 2.2701 -0.0801 -0.0252
C 1.6462 0.3890 -1.2091
H -0.3864 1.1086 -0.8254
H -0.2696 -0.2141 -1.9569
H -0.2152 -1.8252 -0.1585
H -0.8181 -0.4630 0.7894
H 1.6922 -1.6181 1.2169
H 1.2675 -0.0320 1.7778
H 1.9482 -0.2506 -2.0459
H 1.8710 1.4383 -1.4042
C 3.3373 0.4567 -5.8414
C 3.2148 1.4166 -4.6707
C 4.2409 0.8666 -3.6851
O 4.3759 -0.5192 -3.9546
C 3.7664 -0.8580 -5.1986
H 4.2047 0.7597 -6.4367
H 2.4500 0.2740 -6.4441
H 2.2299 1.3534 -4.1991
H 3.3884 2.4528 -4.9526
H 3.8823 0.9841 -2.6624
H 5.1901 1.3909 -3.8451
H 2.8753 -1.4649 -4.9922
H 4.4385 -1.4358 -5.8330
C -1.3548 4.5367 -3.4021
C -0.9064 4.8844 -1.9827
C 0.3246 3.9406 -1.8236
O 0.7547 3.6151 -3.1256
C -0.0401 4.2740 -4.0995
H -1.9221 5.3763 -3.8064
H -1.9526 3.6250 -3.4564
H -1.6340 4.6852 -1.1980
H -0.6042 5.9310 -1.9266
H -0.0428 3.0610 -1.2892
H 1.0988 4.5180 -1.3140
H -0.1640 3.6544 -4.9915
H 0.4264 5.1889 -4.4890
C -5.7821 -0.2413 0.8906
C -6.6356 0.2355 2.0451
C -6.0768 -0.5757 3.2163
O -4.6995 -0.5535 2.9842
C -4.4471 -0.6339 1.5599
H -5.5625 0.5879 0.2179
H -6.2143 -1.0844 0.3585
H -7.7089 0.1921 1.8604
H -6.4213 1.2821 2.2764
H -6.5081 -1.5806 3.3066
H -6.3985 -0.0559 4.1233
H -4.1705 -1.6818 1.3790
H -3.5173 -0.1016 1.3534
C 0.0527 -3.8499 -2.5238
C 0.3914 -3.6943 -4.0012
C 1.8542 -3.2046 -3.8909
O 2.3808 -3.9488 -2.7911
C 1.3857 -4.1725 -1.8040
H -0.6400 -4.6900 -2.4190
H -0.4595 -2.9763 -2.1178
H -0.2826 -3.0485 -4.5573
H 0.4644 -4.6667 -4.4856
H 2.0255 -2.1279 -3.8545
H 2.3562 -3.5512 -4.7959
H 1.4383 -3.4903 -0.9516
H 1.2870 -5.1979 -1.4563
C -1.4159 6.4385 1.3715
O -0.8366 5.8213 2.5048
C -0.4465 4.5065 2.1599
C -1.5643 3.4778 1.9899
O -2.3278 3.5857 0.8111
C -3.1037 2.4246 0.5798
H -2.2109 5.8169 0.9508
H -0.6581 6.4456 0.5769
H -1.8068 7.4330 1.5572
H 0.1629 4.0565 2.9411
H 0.1106 4.5962 1.2188
H -2.2258 3.5768 2.8628
H -1.0580 2.5037 2.0448
H -2.5454 1.7195 -0.0426
H -3.9806 2.6528 -0.0316
H -3.4846 2.0489 1.5306
C 5.3903 0.6353 1.7453
O 4.3252 1.2301 0.9995
H 4.9193 -0.1304 2.3764
H 6.1606 0.1115 1.1750
H 5.8661 1.3543 2.4102
H 3.6480 0.5368 0.8579
C 3.0594 2.6221 4.0560
O 2.4067 2.2507 2.8363
H 2.2891 2.6736 4.8254
H 3.7893 1.8310 4.2256
H 3.4876 3.6274 4.0187
H 3.0625 1.8743 2.2178
*
```

Results
SMILES: C1CCOC1.C1CCOC1.C1CCOC1.C1CCOC1.C1CCOC1.C1CCOC1.C1CCOC1.C1CCOC1.COCCOC.CO.CO
LUMO energy, eV: 0.47
E_tot, hartree: -2399.6669
M, g/mol: 731.1
HOMO, eV: -9.35

- Which of these has the lowest HOMO?
  C38H82O12

- What is the LUMO energy in the second record?
  0.47 eV